Here is a gas-phase ion, C5H9N2S (charge +1) at a distorted geometry from the Open Molecules 2025 dataset. Energies are from ωB97M-V/def2-TZVPD.

The orbital gap (alpha / beta) comes out at 0.2785 / 0.2785 Ha. For the energy relative to the best compared isomer or geometry (same formula, charge and spin), the calculation gives 358.5 kJ/mol.

Structure (ORCA input):
```
! RIJCOSX wB97M-V def2-TZVPD def2/J DEFGRID3
* xyz 1 1
C 1.490 0.779 -0.526
C -1.356 0.608 -0.065
C -0.604 1.750 0.280
C 0.174 -0.970 0.387
C -0.555 -2.279 0.075
N 0.829 1.786 0.091
N 1.229 -0.480 -0.407
S -2.761 0.008 -0.220
H 2.314 1.136 -1.133
H -0.923 2.754 -0.295
H -0.792 1.911 1.334
H 0.420 -0.899 1.469
H -0.147 -2.592 -0.971
H -1.638 -1.993 0.028
H -0.499 -3.015 1.024
H 1.368 2.616 0.241
H 1.450 -1.120 -1.313
*
```